Record 1
{"formula": "C26H20N5O5Ti", "method": "wB97M-V/def2-TZVPD", "de_lowest_kcal_mol": 16.7, "spin_multiplicity": 1, "lumo_ev": [2.48, 2.47], "charge": -1, "e_homo_ev": [-2.6, -2.6], "elements": ["Ti", "C", "C", "C", "C", "N", "C", "N", "C", "N", "C", "N", "C", "C", "C", "C", "C", "N", "C", "C", "C", "C", "C", "C", "H", "H", "H", "H", "H", "H", "H", "H", "H", "H", "H", "H", "O", "C", "O", "C", "C", "C", "C", "C", "O", "C", "C", "O", "O", "H", "H", "H", "H", "H", "H", "H", "H"], "xyz": [[0.078, -0.243, -0.032], [0.179, -2.312, 3.473], [1.283, -1.614, 4.066], [2.180, -0.987, 3.284], [2.056, -1.001, 1.838], [0.893, -1.561, 1.297], [0.041, -2.236, 2.134], [3.057, -0.527, 1.132], [2.979, -0.424, -0.219], [1.808, -0.527, -0.893], [1.983, -0.327, -2.239], [0.971, -0.421, -3.138], [-0.203, -0.896, -2.816], [-1.207, -1.032, -3.857], [-2.362, -1.688, -3.643], [-2.631, -2.258, -2.348], [-1.729, -2.050, -1.368], [-0.559, -1.349, -1.534], [3.356, -0.070, -2.446], [4.121, 0.212, -3.599], [5.463, 0.436, -3.458], [6.091, 0.384, -2.181], [5.373, 0.105, -1.050], [3.988, -0.127, -1.168], [-0.540, -2.855, 4.067], [1.390, -1.591, 5.144], [3.032, -0.457, 3.687], [-0.798, -2.719, 1.643], [-0.953, -0.611, -4.820], [-3.085, -1.799, -4.442], [-3.530, -2.823, -2.148], [-1.908, -2.421, -0.364], [3.643, 0.252, -4.570], [6.065, 0.658, -4.332], [7.156, 0.571, -2.110], [5.847, 0.069, -0.077], [-1.630, 1.694, 2.983], [-1.699, 1.315, 1.840], [-1.163, 0.196, 1.388], [-2.449, 2.109, 0.774], [-3.150, 1.179, -0.223], [-4.146, 1.953, -1.088], [-3.195, 2.724, -2.037], [-1.829, 2.247, -1.541], [-2.095, 0.886, -1.154], [-1.494, 2.905, -0.195], [-0.020, 2.760, 0.160], [0.578, 3.646, 0.722], [0.523, 1.619, -0.217], [-3.138, 2.779, 1.285], [-3.519, 0.250, 0.205], [-4.787, 2.604, -0.492], [-4.778, 1.261, -1.643], [-3.294, 3.807, -1.962], [-3.349, 2.435, -3.076], [-1.023, 2.258, -2.271], [-1.725, 3.968, -0.182]], "forces_ev_per_a": [[-0.19, -0.25, 0.13], [0.19, -0.02, 0.03], [-0.07, -0.04, 0.03], [0.00, -0.06, -0.10], [0.32, 0.00, 0.01], [-0.14, 0.34, 0.16], [0.03, -0.06, -0.11], [-0.13, 0.08, 0.10], [0.13, -0.05, -0.10], [0.27, 0.24, -0.21], [0.08, -0.20, -0.03], [-0.04, -0.01, 0.02], [0.05, -0.01, -0.20], [0.09, 0.05, 0.07], [-0.05, -0.07, 0.08], [0.05, 0.03, -0.13], [0.03, 0.00, 0.02], [-0.25, -0.02, -0.01], [-0.10, -0.05, -0.12], [0.00, 0.00, 0.02], [0.00, 0.00, 0.01], [0.00, 0.00, 0.00], [-0.01, 0.01, -0.03], [0.02, -0.11, 0.16], [0.01, -0.01, 0.01], [-0.01, 0.00, 0.00], [0.00, 0.00, -0.01], [-0.04, 0.08, -0.01], [0.00, 0.01, 0.01], [0.00, 0.00, 0.01], [0.00, 0.00, -0.01], [0.01, 0.02, 0.01], [0.00, 0.00, 0.00], [0.01, 0.00, 0.00], [0.00, 0.00, -0.01], [-0.01, -0.01, 0.00], [-0.08, -0.03, 0.01], [0.03, -0.11, -0.11], [-0.20, 0.12, 0.19], [0.01, 0.11, -0.03], [0.05, -0.08, 0.00], [-0.02, 0.02, -0.01], [-0.01, 0.04, 0.02], [0.05, -0.07, -0.01], [0.02, 0.12, -0.08], [-0.07, 0.02, 0.05], [0.02, -0.09, 0.03], [0.01, 0.00, -0.06], [-0.02, 0.05, 0.19], [0.01, 0.02, -0.01], [0.00, 0.00, -0.01], [0.01, 0.00, 0.00], [-0.01, 0.00, 0.01], [-0.01, 0.00, -0.01], [0.01, -0.01, 0.00], [0.00, 0.00, 0.00], [-0.02, -0.01, 0.02]], "lowdin_charge": [1.227, -0.096, -0.089, -0.023, -0.338, -0.041, -0.175, 0.150, -0.293, -0.016, -0.289, 0.153, -0.346, -0.032, -0.100, -0.101, -0.162, -0.050, -0.116, -0.044, -0.122, -0.121, -0.040, -0.110, 0.089, 0.096, 0.103, 0.097, 0.103, 0.092, 0.088, 0.102, 0.101, 0.083, 0.083, 0.103, 0.111, -0.541, -0.143, -0.085, -0.249, -0.090, -0.090, -0.237, -0.109, -0.085, -0.539, 0.113, -0.107, 0.153, 0.161, 0.113, 0.111, 0.113, 0.112, 0.166, 0.153]}

***

Record 2
{"formula": "C3H6NO2S", "method": "wB97M-V/def2-TZVPD", "de_lowest_kcal_mol": 142.1, "spin_multiplicity": 1, "lumo_ev": 3.80, "charge": -1, "e_homo_ev": -2.5, "elements": ["C", "C", "C", "N", "O", "O", "S", "H", "H", "H", "H", "H", "H"], "xyz": [[0.874, 0.337, 0.756], [0.581, 0.830, -0.665], [-1.383, -0.830, -0.219], [-0.251, 0.592, 1.572], [-0.337, -0.144, 2.586], [0.361, -1.328, -2.341], [-0.485, -0.208, -1.669], [1.314, -0.666, 0.870], [1.733, 0.949, 1.168], [-0.144, 1.563, -0.321], [1.505, 1.222, -1.205], [-1.355, -1.912, -0.308], [-2.413, -0.405, -0.226]], "forces_ev_per_a": [[3.07, -0.79, -0.88], [1.33, 0.22, 0.67], [-0.05, 1.21, -1.15], [-1.72, -1.91, 2.34], [0.45, 1.49, -1.13], [-0.86, 1.32, 1.06], [0.08, -1.77, -0.02], [-0.66, -0.07, -0.19], [-0.88, 0.14, -0.31], [0.03, 1.07, -0.97], [-1.37, -0.27, 0.54], [0.00, -0.19, 0.24], [0.58, -0.44, -0.19]], "lowdin_charge": [-0.366, -0.414, -0.340, -0.137, -0.156, -0.660, 0.738, 0.114, 0.123, 0.055, 0.096, -0.025, -0.027]}

***

Record 3
{"formula": "C15H24NO3", "method": "wB97M-V/def2-TZVPD", "de_lowest_kcal_mol": 37.6, "smiles": "C=CCOc1ccc(C[NH2+]C(C)(C)CO)cc1OC", "spin_multiplicity": 1, "lumo_ev": -2.52, "charge": 1, "e_homo_ev": -10.9, "elements": ["C", "C", "C", "H", "H", "O", "C", "C", "C", "C", "C", "C", "O", "C", "H", "H", "H", "H", "C", "H", "H", "N", "H", "H", "C", "C", "H", "H", "H", "C", "H", "H", "H", "C", "H", "O", "H", "H", "H", "H", "H", "H", "H"], "xyz": [[-6.028, -1.306, -0.130], [-4.718, -1.182, -0.033], [-4.029, -0.514, 1.122], [-3.581, -1.260, 1.794], [-4.744, 0.077, 1.698], [-3.051, 0.429, 0.708], [-1.880, 0.021, 0.165], [-1.449, -1.301, 0.140], [-0.214, -1.661, -0.371], [0.627, -0.696, -0.895], [0.199, 0.626, -0.906], [-1.030, 1.013, -0.386], [-1.258, 2.343, -0.461], [-2.527, 2.908, -0.187], [-3.307, 2.459, -0.803], [-2.792, 2.812, 0.866], [-2.423, 3.962, -0.444], [0.794, 1.416, -1.342], [1.971, -1.051, -1.472], [2.214, -2.095, -1.275], [1.952, -0.905, -2.556], [3.046, -0.176, -0.927], [2.643, 0.766, -0.763], [3.795, -0.077, -1.618], [3.699, -0.525, 0.388], [4.613, -1.726, 0.208], [5.325, -1.569, -0.600], [5.177, -1.895, 1.120], [4.043, -2.628, 0.004], [2.630, -0.771, 1.443], [1.987, 0.099, 1.547], [2.017, -1.632, 1.198], [3.107, -0.961, 2.400], [4.504, 0.744, 0.743], [4.812, 0.694, 1.790], [3.664, 1.853, 0.498], [4.004, 2.634, 0.944], [5.409, 0.808, 0.121], [0.076, -2.701, -0.366], [-2.081, -2.078, 0.537], [-4.067, -1.558, -0.811], [-6.489, -1.800, -0.966], [-6.692, -0.930, 0.631]], "forces_ev_per_a": [[-0.04, -0.04, -0.02], [0.32, 0.25, 0.08], [-0.33, -0.37, 0.21], [0.00, 0.16, -0.04], [0.09, -0.15, -0.02], [0.31, 0.23, -0.17], [0.09, 0.07, -0.03], [-0.13, 0.09, 0.05], [0.17, 0.09, -0.16], [-0.10, 0.06, 0.05], [-0.20, -0.18, 0.09], [0.08, 0.00, -0.04], [0.31, -0.36, 0.05], [-0.50, 0.39, 0.09], [0.06, 0.03, 0.04], [0.03, 0.03, -0.12], [-0.03, -0.08, 0.01], [0.06, 0.17, -0.08], [-0.61, -0.43, -0.20], [0.10, 0.10, -0.01], [0.20, 0.02, 0.10], [0.04, 0.53, -0.09], [0.26, -0.24, -0.23], [-0.14, 0.08, 0.06], [0.28, 0.03, 0.61], [-0.13, 0.19, -0.07], [0.12, 0.01, -0.10], [0.04, 0.01, 0.11], [-0.05, -0.10, -0.01], [0.00, 0.07, -0.11], [-0.11, 0.04, 0.05], [-0.07, -0.08, 0.01], [0.14, -0.01, 0.05], [0.24, -0.26, -0.15], [-0.03, -0.11, -0.06], [-0.11, 0.12, 0.09], [-0.05, 0.05, -0.04], [-0.07, -0.06, 0.05], [0.06, -0.15, 0.03], [-0.12, -0.05, 0.06], [0.00, -0.11, -0.14], [-0.05, -0.12, -0.17], [-0.12, 0.13, 0.19]], "lowdin_charge": [0.031, -0.146, -0.177, 0.127, 0.136, -0.057, -0.182, 0.006, -0.047, -0.252, 0.039, -0.179, -0.054, -0.052, 0.102, 0.096, 0.099, 0.134, -0.064, 0.131, 0.147, 0.100, 0.140, 0.187, -0.490, -0.004, 0.096, 0.107, 0.091, 0.003, 0.102, 0.086, 0.106, -0.179, 0.144, -0.046, 0.120, 0.137, 0.120, 0.114, 0.102, 0.061, 0.065]}